Molecular formula: C10H16
Method: DFT, wB97M-V/def2-TZVPD

Last column: Löwdin charge in e.
Cartesian coordinates (Å):
C1 -1.71 0.11 2.17  -0.146
C2 -1.14 1.07 3.21  -0.156
H1 -0.84 -0.63 1.83  0.111
H2 -2.45 -0.51 2.59  0.040
H3 -2.13 0.67 1.40  0.025
H4 -0.02 1.14 3.23  0.084
H5 -1.62 1.25 4.06  0.006
H6 -1.16 2.04 2.78  0.044
C3 1.93 -1.18 -0.37  -0.225
C4 2.96 -0.91 -1.48  -0.123
C5 0.68 -0.46 -0.81  -0.267
C6 -0.29 -1.27 -1.40  -0.018
C7 0.34 0.87 -0.49  -0.046
C8 -1.52 -0.65 -1.90  -0.069
C9 -0.86 1.45 -0.96  -0.099
C10 -1.69 0.69 -1.78  -0.139
H7 2.03 -2.24 -0.11  0.108
H8 2.34 -0.78 0.55  0.091
H9 2.70 -0.48 -2.43  0.050
H10 -0.29 -2.31 -1.47  0.090
H11 1.10 1.39 0.08  0.112
H12 -2.26 -1.24 -2.45  0.098
H13 -1.05 2.52 -0.94  0.101
H14 -2.26 1.37 -2.48  0.121
H15 3.53 -1.87 -1.80  0.091
H16 3.69 -0.05 -1.02  0.116

SMILES: CCc1ccccc1.CC
energy relative to the best compared isomer or geometry (same formula, charge and spin): 2.784 eV
electronic energy: -390.53356 a.u.
lowest unoccupied orbital energy: 0.92 eV
charge: 0
HOMO level: -8.981 eV
orbital gap: 9.897 eV